(1)
This record from OMol25 describes a cluster of 2 separate species, C4H12NOPS in total. The level of theory is ωB97M-V with the def2-TZVPD basis set.

```
! wB97M-V def2-TZVPD RIJCOSX def2/J DEFGRID3
* xyz 0 1
C -1.257 0.342 -0.494
C -0.875 -1.135 1.407
C 0.239 1.137 1.238
C -0.210 -0.097 0.529
N 1.109 1.300 -2.617
O 0.720 -2.265 -1.032
P 1.274 -0.835 -0.428
S 2.775 -1.330 0.699
H -0.794 1.072 -1.138
H -1.661 -0.570 -1.021
H -2.045 0.699 0.099
H -0.263 -1.452 2.260
H -1.035 -1.966 0.666
H -1.866 -0.664 1.744
H -0.526 1.448 1.915
H 1.068 0.838 1.860
H 0.488 1.945 0.572
H 2.111 1.608 -2.513
H 0.615 2.027 -1.995
H 0.133 -2.100 -1.750
*
```

The HOMO-LUMO gap (spin up / spin down) comes out at 6.05 / 6.04 eV. The HOMO energy (spin up / spin down) comes out at -8.33 / -8.31 eV.

Results of the Löwdin charge analysis, in e, for atoms 1 through 6:
1 C -0.1097
2 C -0.0879
3 C -0.1120
4 C -0.7672
5 N -0.0442
6 O -0.2906

=====

(2)
This record from OMol25 describes a cluster of 2 separate species, C4H12NOPS in total. The level of theory is ωB97M-V with the def2-TZVPD basis set.

```
! wB97M-V def2-TZVPD RIJCOSX def2/J DEFGRID3
* xyz 0 1
C -1.411 -0.145 -1.242
N 0.001 -0.038 -1.266
P 1.037 0.146 0.178
S 0.582 -1.873 1.050
O 2.518 -0.044 -0.526
C 2.801 -0.999 -1.502
H -1.869 -0.427 -2.168
H -1.588 -0.877 -0.512
H -1.927 0.801 -1.027
H 0.102 0.682 -1.950
H 0.909 -1.671 2.323
H 1.942 -1.310 -1.961
H 3.373 -1.895 -1.104
H 3.251 -0.473 -2.335
C -2.089 0.971 2.315
C -1.115 1.746 1.729
H -1.956 0.459 3.230
H -3.034 0.839 1.847
H -0.219 2.063 2.170
H -1.309 2.045 0.750
*
```

The HOMO-LUMO gap comes out at 9.17 eV. The HOMO energy comes out at -8.40 eV. As for the structure (SMILES): CNP(S)OC.C=C.

Results of the Löwdin charge analysis, in e, for atoms 1 through 6:
1 C -0.2246
2 N -0.3120
3 P 0.7084
4 S 0.3641
5 O -0.4783
6 C -0.1964

=====

Here are the energies relative to the best structure, in hartree: (1) 0.0414; (2) 0.0000.

=====

(1)
This record from OMol25 describes an isolated molecule of C20H31N5O4. The level of theory is ωB97M-V with the def2-TZVPD basis set.

```
! wB97M-V def2-TZVPD RIJCOSX def2/J DEFGRID3
* xyz 0 1
C -5.875 4.789 -1.128
C -4.648 3.917 -1.364
C -5.070 2.554 -1.910
C -3.778 3.754 -0.114
N -4.484 3.364 1.079
N -5.161 4.307 1.865
C -5.782 3.564 2.874
C -6.590 4.308 3.882
C -7.274 3.345 4.837
O -6.697 2.843 5.783
N -8.555 3.064 4.518
C -9.569 3.727 3.694
C -10.572 2.638 4.158
C -11.173 1.777 3.064
N -12.147 2.480 2.239
C -13.488 2.574 2.781
C -11.722 3.023 1.066
O -10.546 2.937 0.726
C -12.757 3.738 0.217
C -12.345 4.209 -1.176
O -13.199 4.308 -2.039
N -11.055 4.561 -1.341
C -10.561 5.007 -2.608
C -9.091 5.236 -2.737
C -9.732 4.074 -3.443
C -9.420 1.974 4.958
C -5.568 2.252 2.708
C -4.699 2.080 1.535
O -4.256 1.075 1.008
H -6.564 4.309 -0.431
H -5.611 5.766 -0.718
H -6.406 4.951 -2.068
H -4.016 4.398 -2.119
H -5.709 2.029 -1.198
H -5.624 2.669 -2.844
H -4.206 1.916 -2.102
H -3.009 3.000 -0.285
H -3.255 4.695 0.100
H -4.524 5.033 2.177
H -5.964 4.988 4.466
H -7.322 4.917 3.345
H -9.796 4.741 4.028
H -9.350 3.700 2.627
H -11.351 3.036 4.808
H -10.381 1.406 2.415
H -11.663 0.905 3.508
H -14.150 3.121 2.120
H -13.904 1.575 2.933
H -13.478 3.088 3.745
H -13.627 3.101 0.061
H -13.106 4.618 0.764
H -10.404 4.225 -0.643
H -11.236 5.680 -3.116
H -8.759 6.080 -3.325
H -8.470 5.035 -1.873
H -9.565 3.081 -3.051
H -9.850 4.111 -4.518
H -9.088 1.008 4.572
H -9.557 1.932 6.038
H -5.949 1.444 3.309
*
```

The HOMO-LUMO gap comes out at 8.81 eV. The HOMO energy comes out at -8.48 eV. As for the structure (SMILES): CC(C)Cn1[nH]c(CC(=O)N2CC(CN(C)C(=O)CC(=O)NC3CC3)C2)cc1=O.

Results of the Löwdin charge analysis, in e, for atoms 1 through 6:
1 C -0.0874
2 C -0.4018
3 C -0.0706
4 C -0.1212
5 N -0.0554
6 N 0.0919

=====

(2)
This record from OMol25 describes an isolated molecule of C20H31N5O4. The level of theory is ωB97M-V with the def2-TZVPD basis set.

```
! wB97M-V def2-TZVPD RIJCOSX def2/J DEFGRID3
* xyz 0 1
C 1.765 2.769 -3.863
C 1.409 1.531 -3.048
C 0.412 1.842 -1.937
C 2.688 0.865 -2.510
N 2.673 -0.585 -2.557
N 1.882 -1.266 -1.623
C 1.610 -2.509 -2.179
C 0.927 -3.521 -1.313
C 0.120 -4.520 -2.129
O 0.470 -5.673 -2.303
N -1.020 -4.023 -2.646
C -1.556 -2.668 -2.809
C -2.439 -3.219 -3.957
C -2.001 -2.774 -5.338
N -2.177 -1.351 -5.596
C -3.508 -0.891 -5.958
C -1.075 -0.550 -5.610
O 0.013 -0.965 -5.230
C -1.273 0.869 -6.093
C -0.114 1.589 -6.790
O -0.379 2.616 -7.394
N 1.123 1.072 -6.712
C 2.199 1.720 -7.401
C 3.430 0.918 -7.665
C 2.523 1.302 -8.804
C -1.911 -4.637 -3.621
C 2.010 -2.550 -3.461
C 2.648 -1.271 -3.763
O 3.059 -0.796 -4.811
H 2.229 3.533 -3.231
H 2.465 2.513 -4.658
H 0.876 3.210 -4.318
H 0.955 0.808 -3.735
H 0.830 2.573 -1.239
H -0.508 2.266 -2.344
H 0.154 0.943 -1.374
H 3.539 1.158 -3.124
H 2.899 1.174 -1.483
H 2.308 -1.285 -0.702
H 1.657 -4.087 -0.733
H 0.264 -2.997 -0.620
H -2.105 -2.316 -1.933
H -0.818 -1.925 -3.118
H -3.510 -3.083 -3.806
H -0.942 -2.996 -5.464
H -2.557 -3.330 -6.099
H -3.745 0.057 -5.478
H -3.633 -0.781 -7.038
H -4.231 -1.626 -5.608
H -2.094 0.936 -6.804
H -1.567 1.489 -5.240
H 1.297 0.252 -6.141
H 2.305 2.772 -7.171
H 4.386 1.412 -7.569
H 3.417 -0.108 -7.324
H 1.907 0.525 -9.235
H 2.847 2.069 -9.493
H -1.383 -5.142 -4.434
H -2.630 -5.330 -3.183
H 1.850 -3.343 -4.173
*
```

The HOMO-LUMO gap comes out at 8.99 eV. The HOMO energy comes out at -8.63 eV. As for the structure (SMILES): CC(C)Cn1[nH]c(CC(=O)N2CC(CN(C)C(=O)CC(=O)NC3CC3)C2)cc1=O.

Results of the Löwdin charge analysis, in e, for atoms 1 through 6:
1 C -0.0660
2 C -0.4049
3 C -0.0750
4 C -0.1089
5 N -0.0430
6 N 0.0940

=====

Here are the energies relative to the best structure, in hartree: (1) 0.0186; (2) 0.0000.